ORCA calculation (ωB97M-V with the def2-TZVPD basis set) on one molecule with the formula CH2OS2 at a distorted geometry.

```
6
CH2OS2 ωB97M-V with the def2-TZVPD basis set
S -0.15052 0.05476 1.55160
S -0.57514 0.46969 -1.38802
C 0.14406 -0.26336 -0.00645
H 1.67771 -0.80349 0.63400
O 1.39811 -0.81938 -0.29174
H -2.11639 0.54742 -0.87875
```

Summary:
HOMO-LUMO gap, eV: 8.8331
HOMO, eV: -9.2
E, hartree: -910.8646
Spin multiplicity: 1

Results of the Mulliken charge analysis, in e, for atoms 1 through 2:
1. S -0.339
2. S -0.188